Run 1
C2H2Cl2O2S in the gas phase, computed with ωB97M-V with the def2-TZVPD basis set.

```
! wB97M-V def2-TZVPD RIJCOSX def2/J DEFGRID3
* xyz 0 1
Cl -2.33 0.44 -0.50
Cl -0.13 -1.07 0.78
S 1.14 1.13 -1.28
O 1.80 -0.41 -1.75
O 1.34 1.47 0.29
C -0.10 1.72 0.01
C -0.88 0.57 0.50
H 1.79 -1.09 -1.07
H -1.35 1.06 1.45
*
```

The lowest unoccupied orbital energy comes out at -0.8 eV. The HOMO energy comes out at -9.4 eV. For the HOMO-LUMO gap, the calculation gives 8.6 eV.

=====

Run 2
C2H2Cl2O2S in the gas phase, computed with ωB97M-V with the def2-TZVPD basis set.

```
! wB97M-V def2-TZVPD RIJCOSX def2/J DEFGRID3
* xyz 0 1
Cl 0.36 2.25 -0.36
Cl 1.85 -0.42 1.22
S -0.08 -0.10 1.24
O -0.30 0.99 2.21
O -0.79 -1.33 1.31
C -0.25 -0.38 -1.49
C -0.08 0.66 -0.39
H -0.32 -1.44 -1.08
H -0.39 -0.24 -2.66
*
```

The lowest unoccupied orbital energy comes out at -0.7 eV. The HOMO energy comes out at -10.0 eV. For the HOMO-LUMO gap, the calculation gives 9.3 eV. Its SMILES is C=C(Cl)S(=O)(=O)Cl.

=====

Which is most stable, and by how much? run 2, by 202.3 kJ/mol.

=====

Run 1
C4H6IN in the gas phase, computed with ωB97M-V with the def2-TZVPD basis set.

```
! wB97M-V def2-TZVPD RIJCOSX def2/J DEFGRID3
* xyz 0 1
I -0.11 -2.94 1.71
N -0.08 -1.46 0.25
C -0.86 -0.28 0.69
C 1.22 -1.20 -0.31
C -1.02 1.13 0.23
C -1.69 0.42 1.39
H 1.58 -2.15 -0.72
H -1.58 1.33 -0.68
H -2.38 0.54 2.19
H 1.96 -0.82 0.40
H -0.23 1.85 0.42
H 1.10 -0.49 -1.13
*
```

The lowest unoccupied orbital energy comes out at -0.3 eV. The HOMO energy comes out at -8.5 eV. For the HOMO-LUMO gap, the calculation gives 8.2 eV. Its SMILES is CN(I)C1=CC1.

=====

Run 2
3 unconnected molecules or ions with the total composition C4H6IN, computed with ωB97M-V with the def2-TZVPD basis set.

```
! wB97M-V def2-TZVPD RIJCOSX def2/J DEFGRID3
* xyz 0 1
I 2.67 -1.00 2.95
N -0.11 -0.55 0.42
C -0.54 -0.58 -0.77
C -1.08 -1.68 0.01
C -0.06 2.59 -1.35
C 1.12 2.40 -1.23
H -2.02 -1.48 0.53
H 2.04 0.44 2.83
H -0.58 -0.17 -1.74
H -0.86 -2.75 0.06
H -1.14 2.64 -1.41
H 2.08 2.21 -1.02
*
```

The lowest unoccupied orbital energy comes out at 0.9 eV. The HOMO energy comes out at -9.7 eV. For the HOMO-LUMO gap, the calculation gives 10.5 eV. Its SMILES is C1=NC1.C#C.I.

=====

Run 3
3 unconnected molecules or ions with the total composition C4H6IN, computed with ωB97M-V with the def2-TZVPD basis set.

```
! wB97M-V def2-TZVPD RIJCOSX def2/J DEFGRID3
* xyz 0 1
I 1.94 -4.83 -0.39
N 1.04 -1.57 0.08
C -2.75 2.53 -0.08
C 0.32 -0.66 0.59
C -1.79 2.89 0.54
C 1.12 -0.17 -0.48
H 0.60 -0.01 -1.41
H -3.33 1.94 -0.73
H 2.11 0.26 -0.14
H -0.31 -0.48 1.41
H -1.24 3.46 1.23
H 2.31 -3.34 -0.62
*
```

The lowest unoccupied orbital energy comes out at 0.9 eV. The HOMO energy comes out at -9.4 eV. For the HOMO-LUMO gap, the calculation gives 10.3 eV. Its SMILES is C1=NC1.C#C.I.

=====

Which is most stable, and by how much? run 1, by 147.3 kJ/mol.

=====

Run 1
A molecular structure, CBrClFI, computed with ωB97M-V with the def2-TZVPD basis set.

```
! wB97M-V def2-TZVPD RIJCOSX def2/J DEFGRID3
* xyz 0 1
I -4.72 -0.57 -0.10
Br -1.45 -0.68 0.24
Cl 0.99 0.95 -0.23
F 1.16 -1.06 1.33
C 0.41 -0.44 0.43
*
```

The lowest unoccupied orbital energy (spin up / spin down) comes out at -3.5 / -3.5 eV. The HOMO energy (spin up / spin down) comes out at -7.9 / -7.9 eV. For the HOMO-LUMO gap (spin up / spin down), the calculation gives 4.4 / 4.4 eV.

=====

Run 2
CBrClFI in the gas phase, computed with ωB97M-V with the def2-TZVPD basis set.

```
! wB97M-V def2-TZVPD RIJCOSX def2/J DEFGRID3
* xyz 0 1
I 3.93 -0.28 0.11
Br -1.10 -1.75 0.09
Cl 1.14 0.11 -0.95
F -0.57 0.75 0.78
C -0.39 -0.05 -0.28
*
```

The lowest unoccupied orbital energy (spin up / spin down) comes out at -1.3 / -2.8 eV. The HOMO energy (spin up / spin down) comes out at -10.0 / -9.3 eV. For the HOMO-LUMO gap (spin up / spin down), the calculation gives 8.8 / 6.5 eV.

=====

Which is most stable, and by how much? run 2, by 84.6 kJ/mol.

=====

Run 1
A molecular structure, C6H18InO6, computed with ωB97M-V with the def2-TZVPD basis set.

```
! wB97M-V def2-TZVPD RIJCOSX def2/J DEFGRID3
* xyz 3 1
In 0.12 -0.21 0.52
O 3.03 0.28 0.85
O 5.42 1.48 -0.54
O -1.66 1.48 1.95
O -2.63 -0.54 0.31
O -0.17 -2.76 -0.80
O -1.19 -0.36 -1.87
C 4.41 2.15 0.10
C -2.95 0.94 2.15
C 3.78 1.39 1.31
C -3.53 0.45 0.86
C -1.30 -1.60 -2.57
C -1.32 -2.78 -1.64
H 4.59 1.09 1.99
H 3.19 2.09 1.91
H -2.93 0.05 2.79
H -1.48 2.17 2.61
H -3.75 1.22 0.10
H 4.77 3.13 0.45
H 5.03 0.82 -1.15
H 0.32 -3.58 -0.93
H -1.36 -3.73 -2.18
H 3.57 2.38 -0.57
H -2.22 -2.76 -1.02
H -0.48 -1.61 -3.32
H -1.31 0.34 -2.54
H -3.66 1.61 2.64
H -3.11 -1.10 -0.31
H -2.23 -1.53 -3.18
H -4.51 -0.03 1.01
H 3.57 -0.50 1.06
*
```

The lowest unoccupied orbital energy comes out at -17.1 eV. The HOMO energy comes out at -20.1 eV. For the HOMO-LUMO gap, the calculation gives 3.0 eV.

=====

Run 2
A molecular structure, C6H18InO6, computed with ωB97M-V with the def2-TZVPD basis set.

```
! wB97M-V def2-TZVPD RIJCOSX def2/J DEFGRID3
* xyz 3 1
In -0.78 -0.21 0.78
O 1.59 3.08 0.82
O 0.12 1.59 -2.80
O -4.91 -1.70 1.56
O -2.71 -3.78 1.45
O 2.68 1.35 2.72
O 2.38 -0.20 -2.14
C -4.10 -4.03 1.72
C 3.60 1.94 1.73
C -5.22 -3.07 1.40
C 2.49 0.83 -3.15
C 2.87 3.25 1.29
C 1.08 1.13 -3.82
H 3.07 1.61 -2.67
H -5.80 -3.36 0.52
H 3.35 3.90 0.57
H -5.90 -3.07 2.25
H 0.53 0.28 -4.20
H 2.74 4.00 2.06
H 3.80 1.12 1.04
H -5.73 -1.23 1.43
H 3.09 0.50 -4.00
H 1.10 1.83 -4.66
H -4.38 -4.97 1.24
H 1.36 3.86 0.32
H 3.18 0.99 3.45
H 4.54 2.19 2.21
H -0.67 1.85 -3.28
H 3.07 -0.81 -2.42
H -4.15 -4.28 2.78
H -2.28 -4.57 1.79
*
```

The lowest unoccupied orbital energy comes out at -16.6 eV. The HOMO energy comes out at -18.3 eV. For the HOMO-LUMO gap, the calculation gives 1.6 eV.

=====

Which is most stable, and by how much? run 1, by 227.8 kJ/mol.

=====

Run 1
2 unconnected molecules or ions with the total composition C2H5O3P, computed with ωB97M-V with the def2-TZVPD basis set.

```
! wB97M-V def2-TZVPD RIJCOSX def2/J DEFGRID3
* xyz 0 1
P 0.15 -1.86 -1.11
O -0.88 -0.66 -1.76
O -1.12 -1.77 0.02
O 2.29 0.37 1.52
C 1.44 0.28 0.39
C -1.85 -0.89 -0.77
H 0.56 0.77 0.77
H -2.14 0.09 -0.12
H 1.94 0.60 -0.57
H -2.76 -1.30 -1.38
H 3.21 0.14 1.31
*
```

The lowest unoccupied orbital energy (spin up / spin down) comes out at 0.2 / -0.1 eV. The HOMO energy (spin up / spin down) comes out at -7.3 / -8.0 eV. For the HOMO-LUMO gap (spin up / spin down), the calculation gives 7.5 / 7.9 eV.

=====

Run 2
C2H5O3P in the gas phase, computed with ωB97M-V with the def2-TZVPD basis set.

```
! wB97M-V def2-TZVPD RIJCOSX def2/J DEFGRID3
* xyz 0 1
P 2.67 -0.42 0.29
O -0.92 0.31 -0.71
O 1.46 0.06 -0.75
O 0.11 -0.57 1.11
C 0.05 -0.09 0.00
C -2.29 0.12 -0.12
H -2.13 -0.59 0.66
H -3.01 -0.24 -0.85
H -2.56 1.05 0.44
H 3.06 0.93 0.77
H 3.55 -0.55 -0.83
*
```

The lowest unoccupied orbital energy comes out at 0.7 eV. The HOMO energy comes out at -9.0 eV. For the HOMO-LUMO gap, the calculation gives 9.7 eV. Its SMILES is COC(=O)OP.

=====

Run 3
2 unconnected molecules or ions with the total composition C2H5O3P, computed with ωB97M-V with the def2-TZVPD basis set.

```
! wB97M-V def2-TZVPD RIJCOSX def2/J DEFGRID3
* xyz 0 1
P -0.98 0.84 -0.22
O 1.84 0.17 0.32
O -0.63 1.22 -1.60
O -0.93 1.70 0.95
C -1.65 -0.79 0.13
C 2.42 1.20 0.40
H -2.62 -1.09 -0.39
H -1.14 -1.61 -0.24
H 3.27 1.27 1.12
H 2.03 1.99 -0.32
H -1.94 -0.91 1.21
*
```

The lowest unoccupied orbital energy comes out at 0.5 eV. The HOMO energy comes out at -10.4 eV. For the HOMO-LUMO gap, the calculation gives 10.9 eV. Its SMILES is CP(=O)=O.C=O.

=====

Which is most stable, and by how much? run 3, by 110.8 kJ/mol.

=====

Run 1
3 unconnected molecules or ions with the total composition H9N3, computed with ωB97M-V with the def2-TZVPD basis set.

```
! wB97M-V def2-TZVPD RIJCOSX def2/J DEFGRID3
* xyz 0 1
N -0.07 -0.40 -3.93
N -1.12 -0.72 3.06
N 1.24 1.07 0.80
H -1.51 -0.66 2.15
H -0.17 -0.49 -4.91
H 0.99 0.09 0.88
H -0.35 0.47 -3.54
H -1.82 -0.51 3.76
H -0.32 -0.11 3.14
H -0.17 -1.22 -3.36
H 2.15 1.13 0.37
H 1.19 1.56 1.67
*
```

The lowest unoccupied orbital energy comes out at 0.9 eV. The HOMO energy comes out at -9.4 eV. For the HOMO-LUMO gap, the calculation gives 10.3 eV. Its SMILES is N.N.N.

=====

Run 2
3 unconnected molecules or ions with the total composition H9N3, computed with ωB97M-V with the def2-TZVPD basis set.

```
! wB97M-V def2-TZVPD RIJCOSX def2/J DEFGRID3
* xyz 0 1
N -1.41 -0.57 0.18
N 0.62 -0.57 -2.04
N 1.57 1.11 1.67
H 1.30 0.66 0.78
H -0.25 0.05 -1.94
H -2.07 -0.11 -0.48
H 0.96 1.01 2.37
H 1.80 2.07 1.62
H -1.60 -0.09 1.14
H -1.90 -1.49 0.30
H 0.89 -0.74 -1.09
H 0.10 -1.32 -2.53
*
```

The lowest unoccupied orbital energy comes out at 0.7 eV. The HOMO energy comes out at -9.6 eV. For the HOMO-LUMO gap, the calculation gives 10.3 eV. Its SMILES is N.N.N.

=====

Which is most stable, and by how much? run 1, by 50.5 kJ/mol.